DFT (wB97M-V/def2-TZVPD) results for C33H55NP2Pb as an isolated structure in a non-equilibrium geometry.

Cartesian coordinates (Å):
Pb (-0.063, 0.153, -0.035)
C (-0.774, -1.991, 0.831)
C (0.620, -2.127, 0.405)
C (0.532, -0.505, 2.144)
C (-0.835, -0.969, 1.885)
C (1.441, -1.233, 1.236)
C (-1.923, -2.788, 0.341)
H (-1.699, -3.265, -0.616)
H (-2.837, -2.189, 0.231)
H (-2.124, -3.580, 1.074)
C (-2.046, -0.489, 2.583)
H (-2.956, -0.707, 2.011)
H (-2.000, 0.593, 2.753)
H (-2.113, -0.998, 3.551)
C (0.906, 0.498, 3.141)
H (0.963, 0.051, 4.134)
H (0.176, 1.319, 3.194)
H (1.873, 0.954, 2.919)
C (2.915, -1.147, 1.235)
H (3.284, -1.789, 2.044)
H (3.279, -0.128, 1.418)
H (3.335, -1.510, 0.292)
C (1.145, -3.115, -0.570)
H (1.518, -3.985, -0.014)
H (1.975, -2.712, -1.166)
H (0.365, -3.457, -1.255)
C (-2.171, 1.005, -7.192)
C (-2.060, -0.326, -7.260)
C (-1.074, -1.175, -8.005)
C (0.235, -0.488, -8.466)
C (1.032, 0.086, -7.332)
C (0.903, 1.276, -6.733)
C (-0.050, 2.398, -7.015)
C (-1.316, 2.055, -7.837)
H (-1.563, -1.631, -8.882)
H (0.012, 0.260, -9.234)
H (-0.805, -2.022, -7.351)
H (-1.034, 1.786, -8.861)
H (-2.987, 1.401, -6.566)
H (-2.808, -0.912, -6.708)
H (-1.909, 2.986, -7.921)
H (-0.372, 2.811, -6.043)
H (1.606, 1.494, -5.918)
H (0.485, 3.222, -7.517)
H (0.847, -1.263, -8.967)
H (1.813, -0.584, -6.938)
P (-1.165, 0.075, -2.133)
P (1.599, 1.416, -1.143)
C (-0.283, 1.265, -3.179)
C (0.599, 2.248, -2.408)
H (-1.046, 1.786, -3.783)
H (0.329, 0.669, -3.877)
H (1.310, 2.779, -3.068)
H (-0.015, 3.002, -1.889)
C (2.328, 2.644, -0.150)
H (3.024, 2.237, 0.601)
H (1.584, 3.260, 0.368)
H (2.871, 3.280, -0.855)
C (2.893, 0.569, -2.003)
H (3.310, 1.277, -2.738)
H (2.554, -0.337, -2.526)
H (3.688, 0.283, -1.299)
C (-2.837, 0.627, -1.979)
H (-3.456, -0.002, -1.313)
H (-3.228, 0.576, -3.007)
H (-2.887, 1.667, -1.637)
C (-1.206, -1.425, -3.058)
H (-0.224, -1.916, -3.117)
H (-1.535, -1.155, -4.076)
H (-1.930, -2.134, -2.632)
C (1.668, 2.969, 5.385)
N (2.290, 2.657, 4.099)
C (3.640, 2.072, 4.197)
C (1.901, 3.444, 2.912)
C (0.418, 3.313, 2.239)
C (-0.278, 4.436, 2.663)
C (-1.615, 4.696, 2.300)
C (-2.279, 3.809, 1.496)
C (-1.611, 2.630, 1.025)
C (-0.284, 2.400, 1.355)
H (2.196, 2.472, 6.212)
H (0.624, 2.594, 5.399)
H (1.676, 4.056, 5.573)
H (3.568, 1.052, 4.615)
H (4.108, 1.958, 3.205)
H (4.319, 2.647, 4.855)
H (2.094, 4.506, 3.204)
H (2.737, 3.394, 2.175)
H (0.162, 5.204, 3.323)
H (-2.095, 5.597, 2.677)
H (-3.313, 4.009, 1.230)
H (-2.254, 1.976, 0.392)

* HOMO level (alpha / beta): -12.39 / -12.39 eV
* ΔE to the lowest compared entry with this formula, charge and spin: 43.4 kcal per mole
* net charge: +2

Mulliken population analysis, charges in e, atoms 1 to 2: atom 1 (Pb): 0.642, atom 2 (C): 0.448